C52H50N12O14 | wB97M-V/def2-TZVPD

Calculated values
SMILES = O=[N+]([O-])c1ccccc1.O=[N+]([O-])c1ccccc1.O=[N+]([O-])c1ccccc1.O=[N+]([O-])c1ccccc1.O=[N+]([O-])c1ccccc1.O=[N+]([O-])c1ccccc1.O=[N+]([O-])c1ccccc1.CC#N.CC#N.CC#N.CC#N.CC#N
orbital gap = 0.28502 hartree
multiplicity = 1
LUMO level = -1.42 eV
E_HOMO = -9.172 eV

```
128
C52H50N12O14, DFT wB97M-V/def2-TZVPD
O 2.45754 -3.60530 -3.87994
N 3.21967 -3.19185 -2.95336
O 4.02483 -3.98659 -2.51026
C 3.36759 -1.75479 -2.72163
C 2.38468 -0.86119 -3.12711
C 2.51856 0.51104 -3.03359
C 3.59899 1.10021 -2.58078
C 4.63912 0.25405 -2.07869
C 4.53539 -1.16501 -2.19058
H 1.43107 -1.30414 -3.37371
H 1.67432 1.14816 -3.25209
H 3.70240 2.17100 -2.67620
H 5.58528 0.71533 -1.83703
H 5.36452 -1.81389 -1.94999
O 1.16682 -2.13412 4.96950
N 0.09411 -1.89624 4.59145
O -0.19277 -1.79449 3.38750
C -1.02486 -1.56382 5.49992
C -0.72793 -1.27505 6.84253
C -1.76566 -0.83719 7.65449
C -3.04916 -0.72260 7.20301
C -3.37525 -1.16210 5.95300
C -2.35222 -1.40797 5.03664
H 0.28810 -1.33494 7.20378
H -1.52960 -0.47731 8.64503
H -3.88536 -0.23309 7.68002
H -4.38107 -1.06852 5.57094
H -2.63851 -1.64911 4.02358
O 1.69070 -2.48825 0.19122
N 0.48930 -2.24849 0.28007
O -0.34933 -3.08599 0.69983
C -0.03580 -0.89814 -0.16529
C -1.38526 -0.64467 -0.39496
C -1.71847 0.52784 -1.09678
C -0.85308 1.60496 -1.14695
C 0.41060 1.41063 -0.70217
C 0.87066 0.17395 -0.24600
H -2.08873 -1.46403 -0.40782
H -2.69869 0.60197 -1.54407
H -1.16435 2.50346 -1.65901
H 1.04228 2.28441 -0.76465
H 1.92146 0.00290 -0.06444
O 4.40482 1.26649 1.63522
N 4.13051 2.21587 0.97338
O 2.97587 2.60908 0.87493
C 5.16054 2.92923 0.15433
C 6.39843 2.26233 -0.08532
C 7.29600 2.69931 -0.96220
C 7.02890 3.95942 -1.53912
C 5.82008 4.58173 -1.39511
C 4.89330 4.13470 -0.48776
H 6.61933 1.41362 0.54499
H 8.26965 2.23217 -0.94843
H 7.77945 4.36022 -2.20428
H 5.58980 5.57184 -1.75987
H 3.90839 4.56891 -0.39930
O -4.33745 -3.13304 -1.01831
N -5.30835 -3.20885 -0.30089
O -6.40236 -2.80879 -0.57865
C -5.05411 -3.53703 1.06261
C -3.67276 -3.90466 1.46456
C -3.49940 -4.24389 2.77176
C -4.62355 -4.12710 3.65897
C -5.93016 -3.90361 3.29586
C -6.13771 -3.56572 1.99019
H -2.88681 -4.02197 0.73318
H -2.48633 -4.51211 3.03282
H -4.33571 -4.53317 4.61743
H -6.72884 -3.86386 4.02175
H -7.16236 -3.44644 1.67038
O -2.67816 5.11563 -1.60949
N -3.26325 4.38943 -0.86976
O -3.46566 3.19011 -1.21866
C -3.90998 4.91302 0.30266
C -3.89423 6.24598 0.69906
C -4.64104 6.77701 1.75517
C -5.46245 5.85476 2.45901
C -5.48426 4.51169 2.14309
C -4.72737 4.05446 0.99239
H -3.37252 6.96574 0.08573
H -4.43379 7.79901 2.03616
H -6.06930 6.17539 3.29288
H -6.12831 3.84852 2.70147
H -4.92464 3.03621 0.69128
O -0.49380 -6.20103 -6.92920
N 0.05087 -6.38257 -5.82649
O 1.01038 -7.15014 -5.60473
C -0.55655 -5.71021 -4.57880
C -1.88478 -5.27493 -4.59988
C -2.43922 -4.73165 -3.45530
C -1.70731 -4.75822 -2.33874
C -0.36636 -5.05730 -2.29423
C 0.23771 -5.59055 -3.42601
H -2.38482 -5.23808 -5.55644
H -3.45848 -4.37462 -3.45020
H -2.19449 -4.46734 -1.41980
H 0.12494 -4.92548 -1.34152
H 1.28476 -5.83888 -3.33416
C -1.57077 3.34548 -4.50076
C -0.91847 3.89301 -5.61899
N -0.46386 4.31402 -6.55721
H -2.24891 2.65687 -5.00480
H -2.10193 4.17815 -4.03964
H -0.88650 2.87282 -3.79615
C 1.50803 -6.04227 2.13052
C 1.66463 -6.59913 0.74947
N 1.73357 -6.92722 -0.33529
H 2.31066 -5.30929 2.21194
H 1.42135 -6.81138 2.89802
H 0.57931 -5.47427 2.07615
C 0.16791 5.41389 0.81672
C 0.36237 5.64566 2.24257
N 0.37596 5.78362 3.34309
H 1.03995 5.83361 0.31524
H -0.76086 5.90326 0.52345
H 0.22222 4.34381 0.61654
C 2.44558 6.29879 -4.15659
C 2.04767 5.06554 -3.56037
N 1.70844 4.08727 -3.04949
H 3.51167 6.32034 -4.38263
H 2.24676 7.12844 -3.47817
H 1.97716 6.45211 -5.12879
C 3.83999 -1.71947 2.54616
C 5.20685 -1.82419 3.10676
N 6.35618 -1.82760 3.50453
H 3.82980 -1.62567 1.46025
H 3.29855 -0.86348 2.94893
H 3.35724 -2.62469 2.91444
```

Here are the Mulliken charges for atoms 1 to 99, given in e: number 1, O, carries -0.554; number 2, N, carries 1.037; number 3, O, carries -0.591; number 4, C, carries -0.100; number 5, C, carries -0.283; number 6, C, carries -0.369; number 7, C, carries -0.632; number 8, C, carries -0.294; number 9, C, carries -0.750; number 10, H, carries 0.508; number 11, H, carries 0.455; number 12, H, carries 0.455; number 13, H, carries 0.508; number 14, H, carries 0.566; number 15, O, carries -0.604; number 16, N, carries 0.979; number 17, O, carries -0.483; number 18, C, carries 0.070; number 19, C, carries -0.500; number 20, C, carries -0.363; number 21, C, carries -0.444; number 22, C, carries -0.661; number 23, C, carries -0.105; number 24, H, carries 0.453; number 25, H, carries 0.348; number 26, H, carries 0.362; number 27, H, carries 0.383; number 28, H, carries 0.543; number 29, O, carries -0.579; number 30, N, carries 1.181; number 31, O, carries -0.375; number 32, C, carries -0.146; number 33, C, carries -0.958; number 34, C, carries -1.027; number 35, C, carries -0.394; number 36, C, carries -0.727; number 37, C, carries 0.090; number 38, H, carries 0.494; number 39, H, carries 0.561; number 40, H, carries 0.906; number 41, H, carries 0.528; number 42, H, carries 0.397; number 43, O, carries -0.635; number 44, N, carries 1.072; number 45, O, carries -0.547; number 46, C, carries -0.193; number 47, C, carries -0.150; number 48, C, carries -0.527; number 49, C, carries -0.482; number 50, C, carries -0.542; number 51, C, carries -0.303; number 52, H, carries 0.476; number 53, H, carries 0.441; number 54, H, carries 0.381; number 55, H, carries 0.442; number 56, H, carries 0.523; number 57, O, carries -0.582; number 58, N, carries 1.050; number 59, O, carries -0.629; number 60, C, carries -0.192; number 61, C, carries 0.583; number 62, C, carries -0.803; number 63, C, carries -0.346; number 64, C, carries -0.809; number 65, C, carries -0.171; number 66, H, carries 0.051; number 67, H, carries 0.486; number 68, H, carries 0.434; number 69, H, carries 0.422; number 70, H, carries 0.440; number 71, O, carries -0.579; number 72, N, carries 1.080; number 73, O, carries -0.562; number 74, C, carries -0.163; number 75, C, carries 0.065; number 76, C, carries -0.808; number 77, C, carries -0.218; number 78, C, carries -0.730; number 79, C, carries -0.072; number 80, H, carries 0.408; number 81, H, carries 0.378; number 82, H, carries 0.363; number 83, H, carries 0.391; number 84, H, carries 0.441; number 85, O, carries -0.580; number 86, N, carries 0.913; number 87, O, carries -0.530; number 88, C, carries -0.020; number 89, C, carries -0.461; number 90, C, carries -0.542; number 91, C, carries -0.377; number 92, C, carries -0.037; number 93, C, carries -0.444; number 94, H, carries 0.444; number 95, H, carries 0.469; number 96, H, carries 0.270; number 97, H, carries 0.387; number 98, H, carries 0.516; number 99, C, carries 0.210



C52H51BN6NiO3SeTe | wB97M-V/def2-TZVPD

Calculated values
total charge = -1
orbital gap (alpha / beta) = 0.19338 / 0.22471 hartree
multiplicity = 4
LUMO level (alpha / beta) = 2.02 / 2.02 eV
E_HOMO (alpha / beta) = -3.241 / -4.095 eV

```
116
C52H51BN6NiO3SeTe, DFT wB97M-V/def2-TZVPD
Ni -0.21926 0.41075 0.49400
C -0.54676 -3.28395 -3.54017
C -1.12612 -3.93036 -2.49978
C -1.28942 -3.43497 -1.15653
C -0.87013 -2.16537 -0.86257
C -0.32361 -1.39654 -1.98988
C 0.08670 -1.95649 -3.33160
N -1.02990 -1.41468 0.24811
N -1.73517 -1.92207 1.24524
C -1.95809 -0.95311 2.22228
C -2.79506 -1.32969 3.28098
C -3.15343 -0.40042 4.24073
C -2.67667 0.90161 4.13661
C -1.82049 1.25375 3.09201
C -1.41314 0.35287 2.11200
H -0.43200 -3.77324 -4.50032
H -1.49693 -4.93503 -2.68751
H -1.77529 -4.03850 -0.40406
H 0.90199 0.24852 -2.35645
H 1.15447 -1.93877 -3.57028
H -3.16327 -2.34928 3.31191
H -3.80676 -0.68392 5.05825
H -2.96001 1.64491 4.87445
H -1.46071 2.27503 3.06431
Se 2.47047 0.69895 3.90884
N 1.54277 2.26114 3.94275
C 1.18405 2.52768 2.72235
C 0.38772 3.63438 2.27893
C -0.12341 3.58850 1.00531
C 0.19749 2.61379 0.05137
N 1.38495 1.80838 0.33723
C 1.63678 1.55298 1.72208
N 2.33364 0.54680 2.09998
H 0.06276 4.37319 2.99736
H -0.86296 4.32434 0.70537
H -0.01775 2.73319 -0.99826
C 8.46109 1.39425 -3.62710
C 7.50855 0.20797 -3.42862
C 7.43093 -0.60085 -4.73040
C 8.08356 -0.70304 -2.34176
C 6.12199 0.74175 -3.05312
C 5.38380 1.47561 -3.98660
C 4.12271 2.00643 -3.70843
C 3.62675 1.78877 -2.44503
O 2.42556 2.18355 -1.89331
B 2.46264 1.67960 -0.58896
O 3.64849 1.00537 -0.33515
C 4.35114 1.07892 -1.50782
C 5.58489 0.53548 -1.77870
H 9.46643 1.03521 -3.86483
H 8.51804 2.00031 -2.72048
H 8.12880 2.03966 -4.44269
H 8.42004 -0.98875 -4.98844
H 7.08352 0.00638 -5.56792
H 6.75095 -1.44793 -4.61984
H 9.04731 -1.09625 -2.67376
H 7.42872 -1.55389 -2.13467
H 8.25288 -0.15944 -1.40945
H 5.79775 1.64135 -4.97376
H 3.56086 2.56048 -4.44872
H 6.09808 -0.03172 -1.01503
C 7.92643 -5.06030 -3.48174
C 6.76258 -4.37320 -2.81926
C 6.56276 -4.46471 -1.44782
C 5.47715 -3.86092 -0.81731
C 5.33963 -4.01111 0.67407
C 4.55648 -3.13870 -1.59588
Te 2.88921 -2.21040 -0.67173
N 0.05238 0.01201 -1.84711
C -1.03136 -0.33219 -2.76481
O -0.54498 -0.79612 -4.01634
C -2.37960 0.26378 -2.71422
C -2.81885 1.01548 -1.62860
C -4.11806 1.50023 -1.60043
C -4.98221 1.25429 -2.65780
C -4.54286 0.51213 -3.74567
C -3.25015 0.01157 -3.77230
C 1.91372 -3.95830 0.01091
C 1.73847 -5.06732 -0.81989
C 2.23671 -5.12081 -2.23814
C 1.04473 -6.16889 -0.31991
C 0.50600 -6.18089 0.95648
C -0.25968 -7.37130 1.46776
C 0.67334 -5.05299 1.75128
C 1.36802 -3.93625 1.30504
C 1.48767 -2.74228 2.21374
C 4.75072 -3.01547 -2.97720
C 3.82576 -2.22266 -3.86302
C 5.84874 -3.64226 -3.56354
H 8.79883 -5.07899 -2.82709
H 8.20560 -4.55664 -4.40833
H 7.68061 -6.09598 -3.72996
H 7.27315 -5.02010 -0.84279
H 6.22710 -4.48758 1.09156
H 4.46896 -4.61679 0.93443
H 5.20020 -3.04106 1.15467
H -2.15951 1.22248 -0.79992
H -4.45032 2.06808 -0.74020
H -5.99597 1.63560 -2.63186
H -5.21165 0.31199 -4.57378
H -2.90106 -0.58359 -4.60564
H 2.06023 -4.17136 -2.74674
H 1.71178 -5.90099 -2.79024
H 3.30932 -5.32660 -2.28589
H 0.89877 -7.02887 -0.96715
H -0.41595 -8.10779 0.67868
H -1.23753 -7.07221 1.85012
H 0.27230 -7.86409 2.28489
H 0.22647 -5.02531 2.74001
H 0.93117 -2.90553 3.13589
H 1.08420 -1.84101 1.75205
H 2.53272 -2.53172 2.45783
H 2.78950 -2.29034 -3.52755
H 3.88449 -2.57595 -4.89369
H 4.09039 -1.16139 -3.85623
H 5.98417 -3.56039 -4.63846
```

Here are the Mulliken charges for atoms 1 to 99, given in e: number 1, Ni, carries 1.773; number 2, C, carries -2.067; number 3, C, carries -0.214; number 4, C, carries -0.547; number 5, C, carries 0.166; number 6, C, carries -0.177; number 7, C, carries 1.332; number 8, N, carries 0.833; number 9, N, carries -1.438; number 10, C, carries 0.851; number 11, C, carries -0.595; number 12, C, carries -0.573; number 13, C, carries -0.791; number 14, C, carries 0.534; number 15, C, carries -0.777; number 16, H, carries 0.395; number 17, H, carries 0.329; number 18, H, carries 0.474; number 19, H, carries -0.464; number 20, H, carries 0.116; number 21, H, carries 0.436; number 22, H, carries 0.344; number 23, H, carries 0.421; number 24, H, carries 0.231; number 25, Se, carries 0.046; number 26, N, carries -1.001; number 27, C, carries 0.874; number 28, C, carries -0.927; number 29, C, carries -0.845; number 30, C, carries 0.139; number 31, N, carries -0.532; number 32, C, carries 0.600; number 33, N, carries -0.237; number 34, H, carries 0.285; number 35, H, carries 0.360; number 36, H, carries 0.678; number 37, C, carries -1.930; number 38, C, carries 2.321; number 39, C, carries -1.621; number 40, C, carries -2.040; number 41, C, carries 0.550; number 42, C, carries -0.298; number 43, C, carries -1.903; number 44, C, carries 0.647; number 45, O, carries -0.580; number 46, B, carries 0.913; number 47, O, carries -0.777; number 48, C, carries -0.064; number 49, C, carries 0.125; number 50, H, carries 0.475; number 51, H, carries 0.386; number 52, H, carries 0.351; number 53, H, carries 0.511; number 54, H, carries 0.320; number 55, H, carries 0.234; number 56, H, carries 0.497; number 57, H, carries 0.272; number 58, H, carries 0.338; number 59, H, carries 0.358; number 60, H, carries 0.466; number 61, H, carries 0.373; number 62, C, carries -1.916; number 63, C, carries 0.398; number 64, C, carries -1.162; number 65, C, carries 0.429; number 66, C, carries -1.555; number 67, C, carries 1.442; number 68, Te, carries 0.156; number 69, N, carries 0.335; number 70, C, carries 0.925; number 71, O, carries -0.756; number 72, C, carries 0.279; number 73, C, carries 0.125; number 74, C, carries -1.123; number 75, C, carries -0.410; number 76, C, carries -0.678; number 77, C, carries -1.066; number 78, C, carries 1.031; number 79, C, carries 0.997; number 80, C, carries -1.768; number 81, C, carries -0.883; number 82, C, carries 0.590; number 83, C, carries -1.741; number 84, C, carries -1.073; number 85, C, carries 0.787; number 86, C, carries -1.427; number 87, C, carries 1.386; number 88, C, carries -0.396; number 89, C, carries -1.107; number 90, H, carries 0.407; number 91, H, carries 0.383; number 92, H, carries 0.314; number 93, H, carries 0.355; number 94, H, carries 0.497; number 95, H, carries 0.220; number 96, H, carries 0.166; number 97, H, carries 0.295; number 98, H, carries 0.457; number 99, H, carries 0.378



Values of energy above the lowest of the compared OMol25 structures with the same formula, charge and spin, in order: 0.000 4.233, all in eV.